[1]
DFT (the ωB97M-V functional and the def2-TZVPD basis) results for a structure of composition C38H37BrCaN6O6S2.

ORCA input file:
```
! wB97M-V def2-TZVPD RIJCOSX def2/J DEFGRID3
* xyz -2 1
Ca -0.560 0.753 0.455
O 0.715 -1.578 -4.548
C 1.913 -1.105 -4.088
C 2.942 -0.974 -5.014
C 4.180 -0.502 -4.603
C 4.387 -0.148 -3.275
C 3.347 -0.278 -2.363
C 2.111 -0.768 -2.749
C 0.991 -0.901 -1.703
O 1.227 -0.215 -0.586
N 0.888 -2.405 -1.519
N -0.144 -3.082 -1.001
C -0.957 -2.610 -0.137
C -1.996 -3.512 0.367
Br -2.640 -3.008 2.094
C -2.499 -4.631 -0.162
C -2.355 -5.142 -1.534
C -2.483 -6.514 -1.761
C -2.411 -7.046 -3.041
C -2.233 -6.209 -4.132
C -2.141 -4.836 -3.924
C -2.200 -4.309 -2.646
H 0.058 -1.490 -3.845
H 2.752 -1.239 -6.047
H 4.981 -0.401 -5.327
H 5.350 0.233 -2.956
H 3.443 0.010 -1.322
H 0.036 -0.594 -2.189
H 1.316 -2.947 -2.252
H -0.899 -1.649 0.350
H -3.143 -5.226 0.476
H -2.634 -7.171 -0.911
H -2.499 -8.117 -3.183
H -2.178 -6.616 -5.134
H -2.024 -4.166 -4.767
H -2.145 -3.238 -2.497
C 2.816 3.622 2.868
C 2.608 4.908 2.396
C 1.801 5.091 1.288
C 1.228 3.976 0.682
N 1.389 2.746 1.164
C 2.169 2.577 2.226
C 0.384 4.090 -0.537
C 0.489 5.168 -1.406
C -0.318 5.202 -2.532
C -1.200 4.162 -2.755
C -1.241 3.117 -1.839
N -0.465 3.088 -0.757
H 3.430 3.425 3.737
H 3.055 5.760 2.894
H 1.588 6.085 0.919
H 2.251 1.563 2.595
H 1.202 5.959 -1.217
H -0.251 6.032 -3.226
H -1.849 4.141 -3.619
H -1.922 2.281 -1.956
C 2.402 -1.573 1.958
N 1.146 -2.232 2.228
C 1.234 -3.646 1.961
C 0.667 -1.989 3.572
C 0.401 -0.541 3.949
C 0.557 -0.238 5.305
C 0.214 1.011 5.812
C -0.284 1.964 4.935
C -0.388 1.652 3.580
C -0.040 0.414 3.010
H 3.212 -1.945 2.622
H 2.282 -0.503 2.108
H 2.679 -1.727 0.916
H 1.979 -4.149 2.613
H 1.521 -3.808 0.921
H 0.265 -4.121 2.127
H 1.367 -2.433 4.315
H -0.277 -2.536 3.675
H 0.944 -1.000 5.981
H 0.331 1.229 6.869
H -0.572 2.947 5.300
H -0.743 2.453 2.928
S -4.105 4.058 0.710
C -3.187 3.918 2.136
C -2.083 4.711 2.058
N -1.970 5.459 0.915
C -2.981 5.206 0.130
H -3.442 3.209 2.905
H -1.307 4.764 2.808
H -3.101 5.657 -0.844
O -4.162 -0.718 -0.528
S -3.328 0.472 -0.600
O -2.027 0.172 -1.323
O -2.868 0.898 0.774
O -3.996 1.600 -1.277
*
```

Strongest force on any atom: 0.6 eV/A
Highest occupied orbital energy: -2.2 eV
Energy: -6298.3563 a.u.
Energy relative to the best compared isomer or geometry (same formula, charge and spin): 19.0 kJ/mol

[2]
DFT (the ωB97M-V functional and the def2-TZVPD basis) results for a cluster of 3 separate species, C15H27FO11S in total.

ORCA input file:
```
! wB97M-V def2-TZVPD RIJCOSX def2/J DEFGRID3
* xyz 0 1
C -2.186 -4.823 -6.311
C -0.690 -4.579 -6.115
C -0.221 -4.697 -4.665
C -0.680 -3.607 -3.701
C -0.553 -2.188 -4.296
C -1.809 -1.565 -4.816
O -1.987 -1.170 -5.917
F -2.722 -1.405 -3.870
C 0.063 -3.727 -2.361
O -0.905 -3.532 -1.334
S -2.316 -4.099 -1.808
O -2.360 -5.485 -1.495
O -3.366 -3.235 -1.404
O -2.060 -3.875 -3.352
H -2.442 -5.830 -5.990
H -2.798 -4.117 -5.756
H -2.438 -4.699 -7.361
H -0.161 -5.347 -6.679
H -0.413 -3.625 -6.557
H -0.598 -5.639 -4.265
H 0.868 -4.770 -4.628
H 0.126 -2.227 -5.141
H -0.120 -1.497 -3.575
H 0.825 -2.969 -2.201
H 0.562 -4.690 -2.247
C -1.644 -0.649 0.462
C -0.301 -0.611 -0.233
O 0.252 0.715 -0.262
C 0.810 1.125 0.876
O 0.936 0.474 1.879
O 1.233 2.375 0.702
C 1.835 2.962 1.860
H -2.324 0.071 0.006
H -2.084 -1.641 0.381
H -1.540 -0.400 1.517
H -0.415 -0.882 -1.280
H 0.410 -1.299 0.225
H 2.640 2.337 2.239
H 1.089 3.117 2.637
H 2.231 3.922 1.544
C -0.335 4.405 6.880
C 0.929 3.794 6.318
O 1.614 4.694 5.429
C 2.310 5.663 6.018
O 2.440 5.828 7.202
O 2.866 6.409 5.064
C 3.628 7.518 5.550
H -0.985 4.744 6.072
H -0.873 3.666 7.473
H -0.108 5.259 7.516
H 0.695 2.928 5.702
H 1.610 3.478 7.107
H 4.377 7.189 6.266
H 2.972 8.252 6.014
H 4.110 7.952 4.680
*
```

SMILES: CCC[C@]1(CC(=O)F)COS(=O)(=O)O1.CCOC(=O)OC.CCOC(=O)OC
Strongest force on any atom: 0.7 eV/A
Highest occupied orbital energy: -10.9 eV
Energy: -1913.4753 a.u.

[3]
DFT (the ωB97M-V functional and the def2-TZVPD basis) results for a structure of composition C39H43N7O7S3V in a non-equilibrium geometry.

ORCA input file:
```
! wB97M-V def2-TZVPD RIJCOSX def2/J DEFGRID3
* xyz -2 2
V -1.641 -0.577 0.274
C -0.927 -0.568 3.056
N -2.088 -1.377 2.628
C -1.817 -2.801 2.369
C -0.593 -3.016 1.530
N -0.635 -2.182 0.349
C -0.234 0.257 -0.973
C -0.031 -2.697 -0.880
C 0.429 -4.123 -0.805
C 0.024 -5.058 -1.660
C -0.941 -4.781 -2.718
C -1.402 -3.553 -2.930
C -0.994 -2.376 -2.102
S -2.563 -1.558 -1.571
C -3.141 -1.322 3.643
C -2.811 -1.777 4.919
C -3.714 -1.749 5.965
C -4.994 -1.250 5.709
C -5.326 -0.812 4.448
C -4.421 -0.822 3.353
S -4.926 -0.316 1.790
H -0.401 -0.979 3.925
H -1.293 0.427 3.301
H -0.179 -0.452 2.259
H -2.694 -3.177 1.837
H -1.713 -3.384 3.294
H -0.547 -4.074 1.267
H 0.312 -2.804 2.126
H 0.438 0.805 -0.305
H -0.758 0.952 -1.627
H 1.311 -0.068 -2.304
H 1.176 -4.359 -0.055
H 0.439 -6.057 -1.591
H -1.251 -5.593 -3.364
H -2.090 -3.348 -3.740
H -1.807 -2.145 5.107
H -3.427 -2.099 6.949
H -5.737 -1.217 6.500
H -6.324 -0.444 4.242
C 5.116 1.655 3.162
O 4.330 1.692 1.997
C 3.579 2.842 1.810
C 4.109 4.089 2.018
C 3.356 5.242 1.747
C 2.074 5.080 1.272
C 1.487 3.823 1.068
C 0.123 3.839 0.551
N -0.675 2.844 0.466
N -1.870 3.196 -0.177
C -2.687 2.206 -0.308
O -2.478 1.017 0.207
C -3.917 2.385 -1.119
C -4.908 1.411 -1.112
C -6.049 1.581 -1.885
C -6.203 2.711 -2.672
C -5.205 3.681 -2.689
C -4.067 3.518 -1.919
C 2.232 2.615 1.323
O 1.822 1.442 1.111
H 5.352 0.608 3.355
H 4.572 2.069 4.016
H 6.058 2.206 3.050
H 5.130 4.178 2.374
H 3.777 6.226 1.909
H 1.473 5.958 1.051
H -0.236 4.813 0.199
H -4.786 0.532 -0.493
H -6.818 0.818 -1.865
H -7.093 2.837 -3.277
H -5.314 4.561 -3.312
H -3.277 4.257 -1.920
C 3.506 3.063 -1.986
C 3.898 1.670 -1.516
S 3.859 0.536 -2.891
O 4.907 0.887 -3.823
O 2.492 0.513 -3.380
C 4.268 -1.046 -2.157
C 3.424 -2.304 -2.487
N 1.991 -2.340 -2.308
C 1.261 -1.821 -1.185
N 0.575 -0.617 -1.836
C -0.089 -1.417 -2.921
C 1.103 -2.170 -3.412
N 1.133 -2.867 -4.524
O 0.178 -2.730 -5.362
O 2.122 -3.641 -4.765
C 2.068 -1.498 0.046
H 3.563 3.747 -1.139
H 2.481 3.066 -2.355
H 4.168 3.411 -2.780
H 3.199 1.299 -0.760
H 4.905 1.641 -1.098
H 4.326 -0.866 -1.087
H 5.286 -1.240 -2.501
H 3.892 -3.087 -1.878
H 3.572 -2.607 -3.522
H -0.605 -0.798 -3.649
H 2.719 -2.344 0.279
H 1.417 -1.298 0.889
H 2.664 -0.600 -0.053
*
```

Strongest force on any atom: 1.6 eV/A
Expectation value of S²: 0.794
Highest occupied orbital energy (spin up / spin down): -2.0 / -2.0 eV
Energy: -4560.3459 a.u.

[4]
DFT (the ωB97M-V functional and the def2-TZVPD basis) results for a structure of composition C3HINO in a non-equilibrium geometry.

ORCA input file:
```
! wB97M-V def2-TZVPD RIJCOSX def2/J DEFGRID3
* xyz 1 1
C -0.910 -1.333 -0.044
C 0.043 0.890 0.160
C 0.722 -0.197 0.081
N -1.915 -0.777 0.013
O 0.419 -1.458 0.036
I 2.308 1.165 -0.023
H -0.668 1.710 -0.223
*
```

Strongest force on any atom: 2.8 eV/A
Highest occupied orbital energy: -15.6 eV
Energy: -542.0927 a.u.
Energy relative to the best compared isomer or geometry (same formula, charge and spin): 312.7 kJ/mol

no.,M (g/mol)
1,857.87
2,434.43
3,868.96
4,193.95